(1)
A single C19H12FN3O2S molecule in a non-equilibrium geometry. Source: the Open Molecules 2025 dataset; level of theory: the ωB97M-V functional and the def2-TZVPD basis.

Atoms and positions in Å:
C 4.34916 0.64736 -2.58355
C 3.34703 0.20540 -1.52204
N 2.82886 -1.02373 -1.64233
N 1.85374 -1.52134 -0.77732
C 0.77706 -0.86229 -0.36904
C -0.19244 -1.68214 0.43020
C -1.17480 -1.17305 1.27020
C -1.83355 -2.22050 2.03378
C -2.80896 -2.01448 3.04092
F -3.23261 -0.77743 3.31446
C -3.27610 -3.15080 3.71268
C -2.88962 -4.41065 3.32916
C -1.99323 -4.59542 2.28134
C -1.41623 -3.49493 1.67419
S -0.13312 -3.44878 0.51048
C 0.46224 0.56936 -0.71578
C -0.87909 0.96999 -1.05564
C -1.17178 2.27517 -1.36581
O -2.35290 2.90348 -1.74211
C -2.01425 4.21417 -1.87553
O -2.61810 5.11699 -2.38939
N -0.71659 4.46136 -1.57681
C -0.14362 3.26068 -1.27345
C 1.16483 2.91566 -0.95657
C 1.45460 1.56408 -0.69712
C 2.88381 1.13990 -0.41316
H 3.83550 1.26639 -3.31161
H 5.18455 1.23807 -2.18998
H 4.74688 -0.21764 -3.09796
H -1.35529 -0.10869 1.43438
H -4.02381 -2.99135 4.46729
H -3.33447 -5.25769 3.87359
H -1.69670 -5.59418 2.01899
H -1.68915 0.23389 -1.20478
H -0.23260 5.19832 -2.00374
H 1.85680 3.75416 -0.84344
H 3.53480 2.00165 -0.34268
H 2.89913 0.60903 0.55820

Atomic forces in eV per Å
-0.3453 -0.1649 0.7236
-1.3773 -2.7285 -0.0441
0.3057 2.8325 0.4094
-0.6515 1.2063 0.6051
1.3637 -0.6800 -1.1672
-0.8621 0.8629 0.7713
1.0947 -0.7514 -0.3493
-0.5360 2.2619 -0.0327
0.8299 -2.2383 -0.5358
0.0058 -0.0909 0.1316
-0.5387 2.4744 -0.1908
0.2279 -0.9840 -0.3962
-0.0721 -0.7181 0.7600
-0.0363 0.0909 0.1678
0.1906 0.6373 -0.3651
-1.0383 0.4452 -0.1104
-0.6594 -0.7671 -0.5105
2.0519 0.4742 0.7610
0.3989 -0.0810 0.4766
-0.3991 2.6247 -2.3219
-1.9313 -0.7648 0.2152
0.7200 -2.2225 1.6295
0.6132 -1.9070 0.2233
-1.0505 0.3470 -0.0359
0.5131 -0.1586 -0.0101
-0.2693 -0.4597 0.1897
-0.1376 0.1833 -0.1642
-0.2458 -0.1374 0.1731
-0.0303 -0.1862 -0.0590
0.0707 -0.4199 -0.1476
-0.1455 -0.1022 0.3516
0.3966 0.3310 -0.4860
0.0849 -0.2481 -0.1545
0.6470 0.2404 0.4030
0.3062 1.2081 -0.4282
0.2505 -0.6507 -0.0952
0.1214 0.1810 0.0223
0.1338 0.0600 -0.4094

The charge is 0. The total energy is -42014.860 eV. The calculation puts the energy above the lowest of the compared OMol25 structures with the same formula, charge and spin at 0.0000 eV. The max |F| comes out at 3.5 eV Å⁻¹. As for the orbital gap: 7.8938 eV.


(2)
A single C5H7N3 molecule in a non-equilibrium geometry. Source: the Open Molecules 2025 dataset; level of theory: the ωB97M-V functional and the def2-TZVPD basis.

Atoms and positions in Å:
C 1.09525 1.79330 0.18054
N 0.70080 1.33229 -0.98062
N 0.09801 0.10808 -0.67897
C -0.83581 -0.67515 -1.41740
C -1.17347 -1.68223 -0.20660
N -0.46325 -1.29346 1.12300
C 0.08985 -0.24157 0.71058
C 0.73803 0.92849 1.36151
H 1.38114 2.77763 -0.01899
H -1.70503 -0.21408 -1.59776
H -0.46727 -1.38340 -2.21468
H -0.70305 -2.57898 -0.59634
H -2.15524 -1.75007 0.08911
H 1.69951 0.44761 1.99997
H 0.11796 0.93587 2.32306

Atomic forces in eV per Å
-1.7043 -0.2848 -1.6774
-0.7183 -1.6333 2.5515
0.6989 -0.0813 0.3201
2.2390 -3.5896 2.3015
3.2094 -0.6126 -0.1993
-0.9216 0.3123 -2.2926
1.1272 1.7268 -1.7470
2.4603 -3.2099 3.5785
1.1607 1.5186 1.2206
-3.0004 2.1624 -1.5435
-0.1446 1.5380 0.3745
-0.6384 -0.7856 0.7255
-2.4005 -0.4895 -0.0627
-1.7608 1.4226 -2.1089
0.3936 2.0059 -1.4408

The charge is 0. The total energy is -9765.005 eV. The calculation puts the energy above the lowest of the compared OMol25 structures with the same formula, charge and spin at 4.3829 eV. The max |F| comes out at 5.4 eV Å⁻¹. As for the orbital gap: 9.1212 eV.